115
Properties=species:S:1:pos:R:3:forces:R:3 method="wB97M-V/def2-TZVPD" charge=+1 spin_multiplicity=2 orbital_gap_ev="6.90 / 6.22" e_lumo_ev="-2.933 / -2.975"
V 0.3507 1.0223 -0.5817 -0.035 -0.178 -0.196
C -1.2084 4.1981 2.3747 -0.032 -0.087 0.050
N -0.7264 3.1179 1.5189 -0.026 0.233 0.013
P 0.8355 2.9682 0.8964 -0.097 0.417 0.286
C 1.2536 4.6249 0.2528 -0.018 -0.027 -0.138
C 0.7636 4.9273 -1.0211 0.140 -0.010 0.058
C 0.9253 6.1932 -1.5609 -0.007 -0.004 0.002
C 1.5908 7.1732 -0.8356 -0.002 0.008 0.002
C 2.0818 6.8863 0.4302 0.003 -0.077 0.032
C 1.9114 5.6188 0.9769 -0.041 0.069 0.001
C 1.8644 2.7896 2.3822 0.144 -0.080 -0.044
C 3.2383 3.0231 2.3310 -0.008 0.059 0.034
C 4.0437 2.7629 3.4305 -0.029 0.005 -0.051
C 3.4801 2.2637 4.5968 -0.015 -0.011 0.002
C 2.1126 2.0319 4.6599 -0.027 0.001 -0.039
C 1.3084 2.2868 3.5568 0.033 0.015 0.030
P -1.5896 2.1556 0.4308 -0.502 0.138 0.763
C -2.8929 3.2823 -0.1738 -0.080 -0.096 -0.126
C -2.7913 3.7760 -1.4740 0.033 0.067 -0.001
C -3.7057 4.7013 -1.9602 0.031 -0.028 0.001
C -4.7360 5.1448 -1.1447 -0.016 0.011 0.021
C -4.8453 4.6702 0.1569 0.050 -0.048 0.022
C -3.9298 3.7451 0.6416 -0.017 0.045 -0.065
C -2.4531 0.9263 1.4923 0.027 0.005 -0.018
C -3.8223 0.6835 1.5231 -0.068 -0.021 -0.035
C -4.3435 -0.3295 2.3217 0.046 0.024 -0.018
C -3.4994 -1.1204 3.0867 0.011 0.000 -0.003
C -2.1259 -0.9069 3.0453 0.018 0.043 -0.055
C -1.6076 0.1052 2.2498 -0.079 -0.013 -0.007
H -0.3611 4.6258 2.9105 0.006 -0.025 -0.001
H -1.9156 3.8187 3.1162 0.005 -0.024 -0.051
H -1.6871 4.9933 1.7998 0.006 -0.021 -0.039
H 0.2844 4.1489 -1.6006 -0.010 -0.019 -0.039
H 0.5470 6.4128 -2.5520 0.016 -0.021 0.033
H 1.7288 8.1610 -1.2594 -0.006 -0.045 0.025
H 2.5975 7.6510 0.9982 -0.018 -0.031 -0.013
H 2.2869 5.4166 1.9722 -0.010 -0.008 -0.026
H 3.6795 3.4263 1.4275 0.024 -0.010 -0.005
H 5.1091 2.9548 3.3783 -0.051 -0.013 -0.007
H 4.1056 2.0585 5.4570 -0.028 0.014 -0.033
H 1.6697 1.6462 5.5704 0.017 0.021 -0.044
H 0.2430 2.0960 3.6100 0.033 -0.018 0.009
H -1.9743 3.4486 -2.1097 -0.019 -0.020 -0.008
H -3.6122 5.0762 -2.9722 0.005 -0.023 0.042
H -5.4519 5.8657 -1.5208 0.029 -0.035 0.024
H -5.6454 5.0218 0.7969 0.038 -0.014 -0.019
H -4.0263 3.3841 1.6583 0.015 0.039 -0.010
H -4.4948 1.2806 0.9180 0.025 -0.054 0.037
H -5.4132 -0.4954 2.3472 0.008 0.003 -0.006
H -3.9089 -1.9034 3.7137 0.022 0.027 -0.029
H -1.4581 -1.5312 3.6270 -0.023 0.037 -0.023
H -0.5311 0.2544 2.2171 0.031 0.021 0.016
C -3.0854 -12.2874 0.4449 -0.080 0.124 0.015
O -3.9750 -11.1744 0.3988 0.097 -0.134 -0.028
C -3.4382 -9.9491 0.2268 0.085 -0.075 0.032
C -4.3447 -8.8934 0.1335 -0.076 0.099 -0.005
C -3.8852 -7.6065 -0.0450 -0.082 0.040 0.028
C -2.5173 -7.3357 -0.1349 0.037 0.171 -0.056
C -1.6235 -8.3938 -0.0333 0.086 -0.080 0.023
C -2.0707 -9.6956 0.1481 0.077 0.118 -0.026
C -2.0021 -5.9760 -0.3474 -0.032 -0.136 0.035
N -0.7327 -5.6360 -0.4081 -0.052 0.075 0.006
C -0.7359 -4.2804 -0.6088 0.495 -0.125 -0.020
C -2.0099 -3.7892 -0.6792 -0.362 0.038 -0.018
N -2.8192 -4.8890 -0.5147 -0.108 0.051 -0.006
C -2.3087 -2.4249 -0.9704 -0.129 -0.130 0.036
C -3.5746 -1.9057 -1.2672 -0.104 -0.158 0.009
C -3.6796 -0.5976 -1.6575 -0.090 0.053 -0.024
C -2.5422 0.2032 -1.6383 0.117 0.091 0.010
N -1.3391 -0.2306 -1.2801 -0.474 -0.253 -0.390
C -1.2111 -1.5552 -1.0368 0.194 0.166 0.070
C 0.1430 -2.0554 -0.9764 -0.036 0.293 -0.020
N 1.1101 -1.1382 -1.2214 -0.173 -0.203 -0.027
C 2.3262 -1.6067 -1.4276 0.033 0.124 0.055
C 2.6739 -2.9564 -1.3131 0.069 -0.035 -0.013
C 1.7109 -3.8687 -0.9751 -0.047 -0.101 -0.007
C 0.3915 -3.4177 -0.8290 0.053 -0.275 0.081
H -3.7105 -13.1682 0.5329 -0.055 -0.027 0.007
H -2.4236 -12.2259 1.3100 0.014 0.018 0.029
H -2.4913 -12.3536 -0.4676 0.000 0.006 -0.037
H -5.4035 -9.1116 0.2051 0.074 0.028 -0.008
H -4.6183 -6.8071 -0.1036 0.038 -0.079 -0.012
H -0.5614 -8.1858 -0.0959 -0.084 -0.040 -0.003
H -1.3504 -10.4977 0.2263 -0.024 0.050 -0.008
H -3.8232 -4.9070 -0.5072 0.012 0.005 0.003
H -4.4538 -2.5396 -1.2288 0.054 0.034 -0.007
H -4.6288 -0.1643 -1.9444 0.053 -0.028 -0.005
H -2.6223 1.2459 -1.9020 -0.002 0.084 0.003
H 3.0819 -0.8911 -1.7135 -0.021 0.021 0.086
H 3.6991 -3.2538 -1.4940 -0.056 0.015 0.009
H 1.9259 -4.9241 -0.8630 0.002 0.043 0.004
C 4.3423 0.1743 -3.7625 0.009 0.032 0.002
C 4.8002 1.5366 -3.2492 -0.017 -0.061 -0.148
C 4.4399 1.8192 -1.7920 -0.010 0.225 0.285
C 5.0730 3.1786 -1.3405 -0.131 0.006 -0.036
C 4.5104 4.4326 -2.0076 0.031 -0.075 -0.018
C 5.0862 0.7891 -0.8716 0.000 -0.023 0.095
O 6.1894 0.3451 -1.0695 0.016 0.024 0.069
N 4.3767 0.4350 0.2769 -0.061 0.116 -0.202
C 3.0021 0.5538 0.4008 -0.048 0.094 -0.127
O 2.3774 0.0277 1.3116 0.070 -0.084 -0.109
N 2.3391 1.2416 -0.5725 1.162 0.055 0.030
C 2.9287 1.8716 -1.6272 -0.146 -0.382 -0.006
O 2.1967 2.4190 -2.4424 -0.065 -0.014 -0.042
H 4.6461 0.0415 -4.8013 -0.015 0.006 0.028
H 3.2527 0.0794 -3.7285 0.061 0.029 -0.013
H 4.7924 -0.6410 -3.1888 -0.008 0.049 -0.037
H 4.3408 2.3212 -3.8477 0.022 0.010 -0.052
H 5.8826 1.6275 -3.3424 0.001 -0.024 -0.015
H 6.1392 3.0845 -1.5478 0.060 0.010 0.002
H 4.9818 3.2697 -0.2549 -0.036 -0.006 0.011
H 4.6366 4.4085 -3.0916 -0.005 -0.009 0.075
H 5.0431 5.3081 -1.6315 -0.002 -0.041 -0.011
H 3.4489 4.5686 -1.7991 0.024 -0.015 0.014
H 4.8385 -0.1812 0.9300 0.035 -0.035 0.030